# 1
{"formula": "C26H30F3N3O3OsS", "method": "ωB97M-V with the def2-TZVPD basis set", "elements": ["Os", "C", "N", "C", "C", "C", "C", "C", "C", "C", "N", "C", "C", "C", "C", "C", "C", "N", "C", "C", "H", "H", "H", "H", "H", "H", "H", "H", "H", "H", "H", "H", "H", "H", "H", "H", "H", "H", "H", "H", "C", "H", "H", "F", "C", "F", "F", "C", "O", "O", "C", "S", "O", "C", "C", "C", "C", "C", "C", "H", "H", "H", "H", "H", "H", "H", "H"], "positions_angstrom": [[-0.208, 0.520, 0.285], [-2.129, 0.594, -2.171], [-2.172, 0.704, -0.683], [-2.839, 2.005, -0.370], [-3.001, -0.398, -0.136], [-4.276, -0.622, -0.632], [-5.039, -1.681, -0.168], [-4.500, -2.534, 0.789], [-3.238, -2.307, 1.301], [-2.474, -1.208, 0.880], [-1.203, -0.912, 1.338], [-0.736, -1.091, 2.617], [-1.466, -1.477, 3.749], [-0.855, -1.560, 4.991], [0.488, -1.266, 5.149], [1.226, -0.866, 4.040], [0.622, -0.763, 2.804], [1.373, -0.375, 1.584], [1.955, -1.642, 1.056], [2.478, 0.540, 1.920], [-3.121, 0.788, -2.581], [-1.816, -0.403, -2.450], [-1.427, 1.321, -2.561], [-3.798, 2.058, -0.890], [-2.197, 2.813, -0.703], [-3.017, 2.062, 0.702], [-4.683, 0.023, -1.399], [-6.030, -1.852, -0.566], [-5.064, -3.394, 1.127], [-2.810, -3.002, 2.009], [-2.524, -1.673, 3.662], [-1.449, -1.847, 5.850], [0.961, -1.329, 6.119], [2.272, -0.626, 4.169], [2.610, -2.067, 1.820], [2.518, -1.456, 0.146], [1.152, -2.333, 0.819], [3.223, 0.049, 2.549], [2.081, 1.415, 2.431], [2.971, 0.846, 1.004], [-0.672, 1.745, 1.599], [-1.259, 1.448, 2.478], [-0.467, 2.824, 1.625], [0.378, -3.686, -2.027], [1.173, -2.729, -2.532], [1.390, -3.015, -3.814], [2.364, -2.827, -1.895], [0.565, -1.314, -2.329], [0.433, -0.600, -3.303], [0.254, -1.118, -1.107], [1.812, 3.334, -0.059], [0.772, 2.178, -0.962], [-0.161, 3.058, -1.704], [2.003, 1.653, -2.155], [1.967, 2.233, -3.411], [2.890, 1.824, -4.364], [3.826, 0.847, -4.061], [3.849, 0.273, -2.797], [2.931, 0.676, -1.840], [2.045, 4.130, -0.764], [2.723, 2.847, 0.279], [1.248, 3.726, 0.784], [1.208, 2.969, -3.637], [2.862, 2.260, -5.355], [4.530, 0.519, -4.815], [4.562, -0.506, -2.562], [2.917, 0.197, -0.872]], "charge": 0}

***

# 2
{"formula": "C26H30F4N4OSeY", "method": "ωB97M-V with the def2-TZVPD basis set", "elements": ["Y", "C", "N", "C", "C", "C", "N", "C", "C", "F", "C", "F", "C", "C", "F", "C", "F", "H", "H", "H", "H", "H", "H", "H", "H", "H", "H", "H", "C", "C", "N", "C", "C", "C", "O", "C", "C", "C", "C", "N", "C", "H", "H", "H", "H", "H", "H", "H", "H", "H", "H", "H", "H", "H", "H", "Se", "C", "C", "C", "C", "C", "C", "H", "H", "H", "H", "H"], "positions_angstrom": [[0.288, -1.866, 1.137], [3.012, -1.251, 2.911], [2.001, -0.404, 2.248], [1.590, 0.651, 3.184], [2.543, 0.203, 1.010], [3.073, -0.837, 0.019], [2.171, -1.988, -0.034], [2.729, -3.173, -0.481], [2.345, -4.356, 0.153], [1.472, -4.210, 1.202], [2.793, -5.606, -0.200], [2.355, -6.672, 0.471], [3.699, -5.741, -1.237], [4.113, -4.588, -1.874], [4.974, -4.672, -2.889], [3.645, -3.331, -1.520], [4.057, -2.265, -2.222], [3.912, -0.673, 3.145], [3.287, -2.091, 2.276], [2.600, -1.636, 3.843], [2.459, 1.197, 3.564], [1.058, 0.214, 4.029], [0.932, 1.360, 2.683], [3.346, 0.910, 1.247], [1.731, 0.788, 0.563], [4.079, -1.147, 0.319], [3.185, -0.337, -0.947], [4.068, -6.709, -1.540], [-0.731, 5.771, -0.683], [-1.948, 4.953, -0.277], [-2.347, 3.973, -1.286], [-2.751, 4.481, -2.605], [-1.666, 4.383, -3.667], [-2.296, 2.638, -1.138], [-2.485, 1.846, -2.052], [-2.056, 2.028, 0.223], [-2.809, 2.307, 1.355], [-2.652, 1.513, 2.482], [-1.760, 0.461, 2.444], [-1.033, 0.177, 1.351], [-1.183, 0.955, 0.276], [-0.472, 6.464, 0.116], [-0.924, 6.358, -1.580], [0.128, 5.126, -0.874], [-2.798, 5.615, -0.091], [-1.736, 4.432, 0.653], [-3.057, 5.517, -2.457], [-3.628, 3.916, -2.919], [-0.778, 4.952, -3.390], [-2.041, 4.783, -4.609], [-1.383, 3.345, -3.827], [-3.530, 3.115, 1.348], [-3.233, 1.687, 3.377], [-1.644, -0.206, 3.290], [-0.641, 0.670, -0.621], [-1.390, -3.393, 2.622], [-1.950, -3.123, 0.785], [-1.285, -3.754, -0.280], [-1.514, -3.368, -1.600], [-2.429, -2.365, -1.886], [-3.136, -1.767, -0.846], [-2.894, -2.132, 0.469], [-0.612, -4.577, -0.065], [-0.980, -3.865, -2.399], [-2.602, -2.056, -2.907], [-3.858, -0.992, -1.068], [-3.413, -1.637, 1.279]], "charge": 1}

***

DFT total energy per entry: -2187.19087; -4142.12705 a.u.
Relative energy (zero: lowest compared OMol25 entry of this formula, charge and spin) per entry: 0.00; 0.00 kJ/mol